# C19H21N3O2

A single C19H21N3O2 molecule (ωB97M-V/def2-TZVPD, OMol25).

The calculation puts the LUMO energy at 0.0239 Ha. As for the HOMO energy: -8.294 eV. As for the structure (SMILES): CC(=O)NCCc1nc2ccccc2n1CCOc1ccccc1.

Each atom is followed by the atoms it is bonded to, with distances in Å.
Positions of all 45 atoms, in Å:
1 C 2.253 1.012 -3.527  C2 1.509, H43 1.087, H44 1.086, H45 1.089
2 C 0.748 0.920 -3.443  C1 1.509, O3 1.213, N4 1.363
3 O 0.035 1.829 -3.076  C2 1.213
4 N 0.249 -0.278 -3.859  C2 1.363, H5 1.009, C6 1.442
5 H 0.896 -1.046 -3.942  N4 1.009
6 C -1.119 -0.628 -3.561  N4 1.442, H7 1.093, H8 1.093, C9 1.545
7 H -1.670 0.315 -3.517  C6 1.093
8 H -1.523 -1.244 -4.368  C6 1.093
9 C -1.227 -1.379 -2.215  C6 1.545, C10 1.490, H41 1.091, H42 1.090
10 C -0.360 -0.715 -1.203  C9 1.490, N11 1.304, N18 1.367
11 N 0.878 -1.077 -1.009  C10 1.304, C12 1.371
12 C 1.387 -0.195 -0.091  N11 1.371, C13 1.389, C17 1.412
13 C 2.650 -0.120 0.483  C12 1.389, C14 1.378, H40 1.079
14 C 2.881 0.894 1.386  C13 1.378, C15 1.396, H39 1.080
15 C 1.890 1.822 1.714  C14 1.396, C16 1.379, H38 1.080
16 C 0.630 1.763 1.157  C15 1.379, C17 1.385, H37 1.079
17 C 0.387 0.742 0.254  C12 1.412, C16 1.385, N18 1.375
18 N -0.723 0.381 -0.472  C10 1.367, C17 1.375, C19 1.435
19 C -2.012 1.007 -0.397  N18 1.435, H20 1.092, H21 1.092, C22 1.543
20 H -2.479 1.012 -1.384  C19 1.092
21 H -1.862 2.043 -0.083  C19 1.092
22 C -2.951 0.309 0.608  C19 1.543, O23 1.407, H35 1.096, H36 1.094
23 O -2.475 0.387 1.929  C22 1.407, C24 1.374
24 C -1.456 -0.436 2.340  O23 1.374, C25 1.389, C29 1.394
25 C -1.129 -1.660 1.771  C24 1.389, C26 1.384, H34 1.080
26 C -0.064 -2.390 2.271  C25 1.384, C27 1.382, H33 1.080
27 C 0.670 -1.925 3.345  C26 1.382, C28 1.385, H32 1.079
28 C 0.322 -0.723 3.937  C27 1.385, C29 1.379, H31 1.080
29 C -0.733 0.016 3.442  C24 1.394, C28 1.379, H30 1.079
30 H -1.012 0.958 3.886  C29 1.079
31 H 0.882 -0.352 4.783  C28 1.080
32 H 1.507 -2.495 3.718  C27 1.079
33 H 0.191 -3.330 1.804  C26 1.080
34 H -1.678 -2.056 0.930  C25 1.080
35 H -3.136 -0.728 0.306  C22 1.096
36 H -3.907 0.841 0.618  C22 1.094
37 H -0.131 2.482 1.422  C16 1.079
38 H 2.118 2.603 2.424  C15 1.080
39 H 3.851 0.980 1.853  C14 1.080
40 H 3.412 -0.838 0.226  C13 1.079
41 H -0.857 -2.398 -2.340  C9 1.091
42 H -2.271 -1.414 -1.901  C9 1.090
43 H 2.611 0.632 -4.481  C1 1.087
44 H 2.561 2.046 -3.402  C1 1.086
45 H 2.681 0.416 -2.723  C1 1.089

---

# C2H4N2S2

A single C2H4N2S2 molecule (ωB97M-V/def2-TZVPD, OMol25).

The calculation puts the LUMO energy at -0.0308 Ha. As for the HOMO energy: -8.686 eV. As for the structure (SMILES): NC(=S)C(N)=S.

Each atom is followed by the atoms it is bonded to, with distances in Å.
Positions of all 10 atoms, in Å:
1 C 0.655 -0.378 0.094  C2 1.506, N7 1.314, S9 1.693
2 C -0.652 0.368 0.013  C1 1.506, N8 1.303, S10 1.681
3 H 1.484 -2.133 0.194  N7 1.061
4 H -0.401 -2.052 0.646  N7 1.076
5 H -1.294 2.204 -0.044  N8 0.969
6 H 0.506 1.953 -0.126  N8 1.045
7 N 0.528 -1.676 0.256  C1 1.314, H3 1.061, H4 1.076
8 N -0.492 1.660 -0.025  C2 1.303, H5 0.969, H6 1.045
9 S 2.109 0.417 -0.253  C1 1.693
10 S -2.144 -0.404 0.071  C2 1.681

---

# C2H8N2O

2 unconnected molecules or ions with the total composition C2H8N2O (ωB97M-V/def2-TZVPD, OMol25).

The calculation puts the LUMO energy at 0.0247 Ha. As for the HOMO energy: -8.554 eV. As for the structure (SMILES): [H]/N=C/NC.O.

Each atom is followed by the atoms it is bonded to, with distances in Å.
Positions of all 13 atoms, in Å:
1 C 0.087 0.896 -0.726  N2 1.459, H5 1.085, H6 1.096, H7 1.085
2 N -1.172 0.374 -0.203  C1 1.459, C3 1.350, H8 1.003
3 C -1.285 -0.013 1.084  N2 1.350, N4 1.273, H9 1.090
4 N -2.431 -0.189 1.610  C3 1.273, H10 1.008
5 H 0.157 0.754 -1.800  C1 1.085
6 H 0.167 1.973 -0.536  C1 1.096
7 H 0.864 0.326 -0.228  C1 1.085
8 H -1.993 0.457 -0.773  N2 1.003
9 H -0.383 0.004 1.695  C3 1.090
10 H -2.489 -0.693 2.480  N4 1.008
11 H 2.895 -2.069 -0.891  O13 0.964
12 H 2.809 -0.612 -1.236  O13 0.968
13 O 2.773 -1.208 -0.475  H11 0.964, H12 0.968

---

Summary of relative energy (zero: lowest compared OMol25 entry of this formula, charge and spin) in eV
0.675, 0.418, 1.519
(order as listed above)
Summary of total energy in Ha
-1051.40953, -984.49953, -265.72733
(order as listed above)